This record from the OMol25 dataset describes a cluster of 13 separate species, C39H69F3O39 in total. The level of theory is the ωB97M-V functional and the def2-TZVPD basis.

Geometry as XYZ:
```
150
Properties=species:S:1:pos:R:3:forces:R:3
C 18.171 -10.199 4.083 -2.41 0.30 1.23
C 18.140 -10.945 2.786 -0.66 -2.41 2.78
O 19.408 -10.722 2.385 2.26 -1.32 -2.62
C 19.842 -9.565 2.833 0.87 4.03 0.10
O 20.757 -8.882 2.453 -0.74 -1.64 0.25
O 18.939 -9.122 3.753 3.09 1.27 -0.48
F 17.232 -10.462 1.982 -1.49 1.23 -2.08
H 18.605 -10.788 4.891 -0.18 -0.02 0.16
H 17.281 -9.620 4.330 -0.83 -1.40 0.46
H 17.983 -12.022 2.844 0.10 -0.04 0.18
C 24.620 9.032 8.209 -0.03 2.38 0.32
C 25.505 8.042 8.921 -0.32 0.69 -0.84
O 25.332 6.926 8.126 0.91 -1.00 -1.33
C 24.376 7.129 7.166 -0.96 -3.83 -2.48
O 24.043 6.311 6.306 1.34 2.19 2.69
O 23.799 8.289 7.331 0.01 1.27 0.16
F 25.062 7.718 10.114 -1.24 -0.49 2.65
H 25.231 9.767 7.686 0.18 -0.34 -0.66
H 24.011 9.699 8.819 -0.20 -0.64 0.47
H 26.520 8.379 9.130 0.32 -0.26 -0.97
C 22.172 -9.193 -3.242 0.42 0.96 -0.15
C 20.872 -9.981 -3.330 0.78 0.85 -1.31
O 20.551 -9.767 -4.738 1.38 -0.63 -0.09
C 21.750 -9.469 -5.428 -0.93 1.23 -3.70
O 21.896 -9.286 -6.643 -1.27 -1.21 3.87
O 22.725 -9.245 -4.581 0.44 -0.48 1.61
F 19.889 -9.421 -2.591 0.13 -0.22 -0.05
H 22.935 -9.467 -2.514 -0.23 -0.43 -0.20
H 21.931 -8.142 -3.083 -0.19 0.03 0.26
H 21.013 -11.030 -3.069 -0.55 -0.11 -0.23
C 18.574 5.491 3.355 -0.59 0.17 -0.76
O 17.160 5.153 3.422 -0.33 0.06 0.02
C 16.831 3.881 3.716 5.31 -0.29 0.85
O 17.726 3.098 4.079 -2.51 0.68 -0.65
O 15.573 3.683 3.548 -0.29 1.12 -0.10
C 15.055 2.419 3.693 -2.25 -2.19 0.09
H 19.037 5.717 4.315 -0.32 -0.36 0.09
H 18.567 6.393 2.743 0.05 0.06 0.17
H 19.131 4.739 2.796 -0.09 -0.16 0.35
H 14.975 1.891 2.743 0.23 0.24 -0.25
H 14.031 2.587 4.029 -0.08 -0.08 -0.06
H 15.460 1.684 4.389 0.88 0.75 0.23
C 17.153 0.089 -1.534 -0.92 0.30 -0.61
O 16.003 0.641 -2.248 -1.52 0.70 -1.47
C 15.241 -0.109 -3.153 2.54 -1.82 1.33
O 15.655 -1.194 -3.527 -1.00 1.15 -0.02
O 14.076 0.458 -3.446 0.94 1.76 0.61
C 13.030 -0.268 -4.062 0.38 -1.72 -0.18
H 17.944 -0.306 -2.171 -0.64 -0.79 -0.22
H 16.661 -0.556 -0.805 0.97 -0.42 0.03
H 17.682 0.917 -1.063 -0.72 0.27 0.23
H 12.480 0.258 -4.842 0.31 0.68 0.47
H 12.383 -0.610 -3.254 -0.24 0.06 -0.24
H 13.468 -1.136 -4.556 -0.08 -0.18 0.09
C 23.952 8.022 -1.702 0.59 -0.02 -1.06
O 23.970 8.850 -0.482 0.15 -1.26 -2.16
C 22.762 9.165 -0.086 -4.42 0.55 -1.25
O 21.679 9.056 -0.696 2.73 -0.29 0.69
O 22.812 9.715 1.096 2.59 -2.46 0.29
C 21.822 10.464 1.650 -1.36 2.20 0.26
H 23.422 7.077 -1.584 0.50 0.01 0.58
H 24.947 7.968 -2.145 0.68 -0.69 1.49
H 23.577 8.374 -2.663 -1.44 1.41 0.71
H 21.486 10.158 2.641 0.84 -0.22 0.18
H 20.875 10.553 1.117 0.37 -0.17 -0.74
H 22.396 11.390 1.611 -1.24 0.94 1.01
C 19.175 -2.236 6.129 -0.47 -0.55 1.53
O 18.963 -2.455 4.760 0.44 2.16 -1.00
C 18.537 -3.569 4.308 -1.99 -6.03 1.72
O 18.421 -4.643 5.030 0.50 4.19 -3.54
O 18.117 -3.425 3.010 0.67 2.21 2.47
C 17.948 -4.503 2.172 0.39 -1.85 -0.21
H 20.222 -2.381 6.394 -0.07 0.18 -0.14
H 18.569 -2.925 6.717 0.18 -0.31 -0.12
H 18.794 -1.254 6.410 0.43 0.20 -0.50
H 17.411 -4.206 1.271 0.08 0.26 0.23
H 17.413 -5.311 2.671 -0.03 -0.06 -0.04
H 18.952 -4.846 1.922 -0.12 -0.39 -0.39
C 24.478 -1.801 -8.185 0.13 -0.91 -0.62
O 23.375 -1.764 -7.336 -3.01 -1.38 2.56
C 23.003 -2.904 -6.600 4.89 -2.61 0.94
O 23.734 -3.951 -6.450 -2.80 4.04 -1.44
O 21.953 -2.685 -5.846 -0.31 0.49 -0.80
C 21.457 -3.680 -4.906 0.09 0.23 -0.51
H 25.386 -1.940 -7.598 0.12 -0.15 -0.36
H 24.488 -0.871 -8.754 0.01 0.07 0.34
H 24.257 -2.602 -8.890 0.84 -0.18 -0.14
H 21.398 -4.707 -5.267 0.02 0.28 -0.72
H 20.464 -3.256 -4.757 0.14 -0.46 0.68
H 22.101 -3.759 -4.030 -0.13 0.60 0.07
C 27.046 -5.198 3.800 2.74 -1.01 1.88
O 26.438 -6.300 3.263 -3.20 -2.76 -2.24
C 27.057 -7.481 2.980 2.08 2.26 -0.70
O 28.272 -7.606 3.054 -1.77 -0.61 0.37
O 26.174 -8.302 2.415 -0.62 0.33 0.81
C 26.494 -9.682 2.272 0.21 -0.07 -1.36
H 26.353 -4.476 4.231 -0.10 -0.15 -0.69
H 27.864 -4.844 3.172 -0.42 0.60 -0.24
H 27.559 -5.716 4.610 0.62 1.15 0.89
H 25.646 -10.184 1.806 -0.72 0.21 1.02
H 26.836 -10.122 3.208 0.05 -0.05 -0.34
H 27.140 -9.804 1.403 1.13 0.13 0.60
C 29.796 1.275 0.241 -0.94 -2.47 -0.48
O 29.951 2.677 0.140 0.15 -1.13 0.08
C 30.329 3.234 1.269 -0.34 -1.57 3.94
O 30.409 2.670 2.384 0.04 1.48 -2.87
O 30.488 4.504 1.048 0.49 0.43 -1.74
C 30.538 5.407 2.087 -1.10 1.35 1.29
H 30.632 0.686 -0.136 0.28 0.62 -0.36
H 28.900 0.946 -0.286 0.12 0.59 -0.71
H 29.581 0.782 1.189 0.35 1.23 0.72
H 30.144 4.959 2.999 0.76 -0.11 0.22
H 29.801 6.179 1.865 0.00 0.17 -0.29
H 31.490 5.933 2.165 0.18 -0.58 0.20
C 28.687 -5.219 -2.544 1.38 0.90 0.22
O 29.714 -6.073 -3.035 0.93 -1.34 -0.44
C 30.999 -5.729 -2.921 2.17 1.32 2.35
O 31.475 -4.723 -2.341 -1.68 -2.61 -2.02
O 31.749 -6.781 -3.362 -1.71 1.09 -1.16
C 33.183 -6.867 -3.276 -1.14 -0.25 1.94
H 28.748 -4.404 -3.265 -1.11 0.36 0.39
H 28.998 -4.875 -1.557 -0.17 0.26 0.00
H 27.748 -5.762 -2.443 0.26 0.01 -0.57
H 33.204 -7.934 -3.056 1.05 0.02 -0.35
H 33.429 -6.340 -2.354 0.59 0.16 -0.23
H 33.789 -6.554 -4.127 -0.58 0.08 -0.12
C 25.541 2.276 10.733 0.30 0.53 -0.14
O 24.713 1.376 10.022 0.79 -2.04 -2.52
C 25.215 0.696 8.888 -0.64 -2.31 0.75
O 24.970 -0.504 8.685 0.31 3.77 0.39
O 25.995 1.475 8.129 -0.24 0.71 2.56
C 26.028 1.387 6.734 0.28 0.02 -0.30
H 26.594 2.300 10.453 0.04 -0.70 -0.11
H 25.418 1.936 11.762 0.18 0.70 0.10
H 25.233 3.297 10.509 -0.42 0.05 0.54
H 24.990 1.533 6.435 0.27 -0.53 -0.83
H 26.575 0.490 6.445 -0.68 -0.21 -0.39
H 26.635 2.236 6.420 -0.20 0.03 -0.07
C 23.140 -2.721 0.965 0.99 -2.90 -0.25
O 22.729 -1.446 0.927 -0.37 4.75 0.17
C 23.555 -0.407 1.287 3.86 -2.43 2.18
O 24.708 -0.485 1.782 -3.16 -0.59 -1.53
O 22.954 0.700 1.101 -2.30 -0.55 -1.41
C 23.348 1.917 1.584 0.06 2.55 0.45
H 24.002 -2.876 0.315 0.31 -0.12 0.24
H 22.334 -3.316 0.536 -0.08 0.00 0.08
H 23.320 -3.093 1.973 0.26 0.08 0.04
H 22.787 2.173 2.483 0.07 -0.32 0.25
H 22.977 2.618 0.836 0.29 0.19 -0.01
H 24.404 2.112 1.767 0.06 -0.67 -0.20
```
Forces are in eV/Å.

As for the HOMO energy: -10.33 eV. The total energy comes out at -129557.5426 eV. Its orbital gap is 0.38253 Ha. The energy relative to the best compared isomer or geometry (same formula, charge and spin) is 746.1 kJ/mol.

Atomic partial charges in e from the Löwdin method, atoms 1 to 8: C -0.1046; C -0.3992; O 0.1706; C -0.5340; O 0.1714; O 0.0801; F 0.1335; H 0.1487